Below is a 2-piece molecular cluster, C3H8S2 overall in a non-equilibrium geometry, with properties calculated with wB97M-V/def2-TZVPD.

Electronic energy = -915.2974 Eh
Frontier orbital gap = 7.628 eV
Relative energy (zero: lowest compared OMol25 entry of this formula, charge and spin) = 4.886 eV
HOMO level = -8.289 eV
Net charge = 0

Element x y z (Å)
C1 -0.7978 1.5369 1.7177
C2 0.0261 -0.6052 0.1853
C3 0.8318 -1.0380 -1.1307
H1 -0.8702 2.5717 1.5469
H2 -0.0893 0.9560 2.5246
H3 -1.7844 1.1190 1.7654
H4 -0.9732 -0.9811 0.0011
H5 0.2909 -1.5313 1.0797
H6 1.0182 -2.0509 -0.9632
H7 1.7925 -0.5056 -1.0258
H8 0.7092 0.5165 -3.3459
S1 0.1384 0.9680 0.2139
S2 -0.2922 -0.9559 -2.5691

=====

Below is C5H10O2 as an isolated structure, with properties calculated with wB97M-V/def2-TZVPD.

Electronic energy = -346.8048 Eh
Frontier orbital gap = 9.470 eV
Relative energy (zero: lowest compared OMol25 entry of this formula, charge and spin) = 6.003 eV
HOMO level = -8.593 eV
Net charge = 0

Element x y z (Å)
C1 -2.0926 -0.4404 0.6361
C2 -1.4793 0.3673 -0.4771
O1 -1.3180 1.6756 -0.3029
C3 0.3621 -0.3711 -0.4940
C4 1.6660 0.4462 -0.6525
C5 1.9905 -0.1248 0.7347
O2 0.7381 -0.8348 0.7920
H1 -3.1266 -0.0896 0.7398
H2 -2.0923 -1.5134 0.4230
H3 -1.5599 -0.2457 1.5689
H4 -1.7527 0.0176 -1.4914
H5 -0.2908 0.8258 -0.3977
H6 0.1832 -1.1640 -1.2267
H7 2.3112 0.1260 -1.4719
H8 1.5397 1.5343 -0.6934
H9 2.0806 0.6058 1.5458
H10 2.8408 -0.8148 0.7672

=====

Below is H16O8Pb as an isolated structure, with properties calculated with wB97M-V/def2-TZVPD.

Electronic energy = -803.6184 Eh
Frontier orbital gap = 4.843 eV
Relative energy (zero: lowest compared OMol25 entry of this formula, charge and spin) = 6.896 eV
HOMO level = -16.661 eV
Net charge = +2

Element x y z (Å)
Pb1 -0.1004 0.4392 0.2766
O1 3.2056 1.1986 3.4968
H1 3.0821 0.7736 4.3455
H2 3.9507 1.7850 3.6281
O2 -2.4262 1.4293 -3.5245
H3 -3.2866 1.8334 -3.6365
H4 -2.1611 1.1798 -4.4097
O3 -1.5098 -3.4568 -1.9175
H5 -1.2208 -4.3693 -1.9060
H6 -2.2846 -3.4576 -2.4795
O4 -1.3334 -2.8376 3.6141
H7 -0.6621 -3.2950 4.1203
H8 -2.1594 -3.2205 3.9098
O5 3.0421 -3.3759 0.4878
H9 2.6877 -4.2409 0.2818
H10 3.5835 -3.5171 1.2645
O6 -3.9582 2.1437 2.3286
H11 -4.1321 2.1611 3.2697
H12 -4.8123 1.9775 1.9298
O7 2.8235 0.5442 -3.3375
H13 2.6080 0.7847 -4.2385
H14 3.3166 -0.2722 -3.4184
O8 0.5946 4.9226 -1.1728
H15 -0.1332 5.2884 -1.6755
H16 1.2859 5.5815 -1.2372

=====

Below is a 2-piece molecular cluster, C3H2ClF2OS overall in a non-equilibrium geometry, with properties calculated with wB97M-V/def2-TZVPD.

Electronic energy = -1248.8718 Eh
Frontier orbital gap = 6.316 eV
Relative energy (zero: lowest compared OMol25 entry of this formula, charge and spin) = 1.259 eV
HOMO level = -2.940 eV
Net charge = -1

Element x y z (Å)
C1 1.9174 -0.0482 -0.1837
C2 -0.4660 0.2795 -0.7246
C3 -0.9734 -0.2750 0.6698
O1 2.2624 0.9502 0.2914
F1 -2.4723 -0.3175 0.6653
F2 -0.6150 0.3905 1.7588
S1 2.2098 -1.5754 -0.5423
Cl1 -0.4353 2.0254 -0.9244
H1 -0.9092 -0.1254 -1.6626
H2 -0.5183 -1.3041 0.6522